Entry 1:
129
Properties=species:S:1:pos:R:3 method="wB97M-V/def2-TZVPD" total_charge=+1 spin_multiplicity=1 e_tot_ha=-4994.24232 orbital_gap_ev=5.03
C 2.60724 -4.98642 -0.00203
C 2.87899 -3.68745 -0.03827
C 2.73426 -2.09823 0.19288
C 3.69665 -1.25311 1.10375
S 5.10031 -2.19837 1.92580
O 4.61529 -3.49841 2.56789
O 6.05385 -2.57545 0.80537
C 5.95791 -1.22239 3.27650
F 5.10290 -0.28308 3.96642
F 6.38472 -2.18208 4.27501
F 7.17940 -0.60839 2.79444
N 3.47239 0.17914 1.27535
C 2.35003 0.93431 0.67278
C 2.27930 2.49458 1.03401
C 2.62801 3.37131 -0.27661
C 3.97915 2.95226 -1.04519
O 3.86653 3.50692 -2.41337
C 1.30376 0.23715 -0.26996
C 0.01885 0.98808 -0.96072
O -0.99994 1.07615 -0.21631
C 0.18421 1.42622 -2.48342
F 1.61597 1.38611 -2.78199
F -0.39239 0.39450 -3.34231
C -0.35046 2.85287 -2.95499
F 0.74403 3.77544 -3.23384
F -0.97805 2.65008 -4.26092
C -1.44922 3.60232 -2.05637
F -1.87554 4.75988 -2.84438
F -2.68071 2.84105 -1.86956
C -0.89682 4.24711 -0.67088
O 0.01497 5.15605 -0.73967
O -1.38408 3.93526 0.63039
C 1.51089 -1.33141 -0.51724
C 0.54494 -2.24258 -1.42142
O 0.97825 -2.54249 -2.59024
O -0.70957 -2.75629 -0.98017
C -1.75738 -2.55831 -2.01022
C -2.18256 -3.93506 -2.75050
O -3.42685 -4.51264 -2.23065
C -4.57628 -3.71010 -2.60773
C -5.34811 -3.30277 -1.22012
F -6.23669 -4.43540 -0.94734
F -4.46234 -3.22388 -0.08419
C -6.31780 -2.01026 -1.38838
F -6.64116 -1.75299 -2.77327
F -7.57195 -2.35272 -0.73507
C -5.77465 -0.66452 -0.68867
F -5.79889 -0.76342 0.76269
F -4.40781 -0.32163 -1.03419
C -6.66013 0.66708 -1.04546
F -6.16434 1.72050 -0.18472
F -8.06365 0.49037 -0.80579
H 2.58806 -6.11020 0.28549
H 4.14940 0.70512 1.86349
H 3.04794 2.79626 1.85805
H 1.21216 2.73369 1.43965
H 1.75795 3.24153 -1.01837
H 2.62187 4.49811 0.02915
H 4.13920 1.82436 -1.18738
H 4.88741 3.50377 -0.57919
H 3.51162 4.43239 -2.35372
H -0.72418 4.21187 1.33122
H -1.45000 -1.77643 -2.79980
H -2.66442 -2.11356 -1.44641
H -1.34157 -4.72882 -2.70507
H -2.36862 -3.67165 -3.86199
H -5.31876 -4.29630 -3.28393
H -4.26793 -2.76820 -3.22385
H -6.39963 0.96693 -2.13473
C -9.95692 -3.36949 -2.73885
C -9.06803 -4.41994 -3.34663
O -7.84591 -4.32290 -3.34442
N -9.66328 -5.50576 -3.91221
C -11.07692 -5.79550 -4.01136
H -9.34513 -2.56626 -2.32752
H -10.61315 -2.94796 -3.50386
H -10.54797 -3.80372 -1.92921
H -9.00625 -6.17030 -4.30067
H -11.26782 -6.74424 -3.50520
H -11.33246 -5.89443 -5.06857
H -11.69126 -5.01692 -3.56270
C 5.58289 3.28534 -4.90105
C 6.79166 4.11729 -4.56946
O 6.70669 5.17981 -3.96561
N 8.01089 3.65325 -4.96377
C 8.31006 2.43264 -5.67980
H 4.68649 3.77774 -4.52628
H 5.49083 3.17593 -5.98440
H 5.66367 2.30507 -4.42568
H 8.77732 4.26264 -4.70786
H 8.98463 1.83213 -5.06539
H 8.81334 2.69752 -6.61216
H 7.41524 1.85474 -5.90405
C -6.86130 -0.60756 6.60747
C -5.62851 -0.93329 5.80892
O -4.59301 -1.31914 6.33656
N -5.69018 -0.78658 4.45579
C -6.81324 -0.34670 3.65736
H -6.66367 -0.77111 7.66764
H -7.13306 0.44075 6.46353
H -7.68500 -1.25809 6.30442
H -4.82661 -1.02298 3.98421
H -7.05930 -1.14024 2.94868
H -6.51097 0.54676 3.10661
H -7.68854 -0.11896 4.26324
C 1.43277 0.02365 7.61458
C 1.96762 -0.51305 6.31542
O 1.80659 0.07352 5.24963
N 2.64996 -1.69039 6.34735
C 2.93919 -2.52094 7.49612
H 0.91298 0.96554 7.43457
H 0.72390 -0.68566 8.04772
H 2.25572 0.20950 8.30859
H 2.98019 -1.99096 5.43930
H 4.02349 -2.61830 7.58330
H 2.50286 -3.50705 7.32364
H 2.53856 -2.10504 8.41878
C 8.14543 2.96010 -0.53417
C 7.60974 3.44192 0.78638
O 6.56736 3.00530 1.26768
N 8.31961 4.39231 1.45065
C 9.55799 5.02275 1.04792
H 7.47552 2.20421 -0.94678
H 8.20411 3.79272 -1.23933
H 9.13117 2.51023 -0.39516
H 7.90123 4.66867 2.32987
H 10.30757 4.82611 1.81732
H 9.38714 6.09905 0.97934
H 9.91823 4.65255 0.08980

Entry 2:
108
Properties=species:S:1:pos:R:3 method="wB97M-V/def2-TZVPD" total_charge=+1 spin_multiplicity=1 e_tot_ha=-2635.77218 orbital_gap_ev=7.97
Bi -0.03683 0.05089 0.34316
O 0.32065 -4.12758 1.45644
C 0.66052 -2.96778 1.68780
N 1.41935 -2.13573 0.95710
C 2.12825 -2.55935 -0.14511
O 2.23910 -3.67468 -0.60789
C 2.91459 -1.40955 -0.74776
C 4.12404 -1.66530 -1.37383
C 4.90815 -0.59280 -1.76113
C 4.45225 0.69654 -1.52642
C 3.20742 0.86003 -0.94768
N 2.45335 -0.17075 -0.56977
C 0.16519 -2.30156 2.96405
C 0.01958 -3.04171 4.13050
C -0.44990 -2.40116 5.26405
C -0.77848 -1.05381 5.19117
C -0.60993 -0.39629 3.98608
N -0.13369 -1.00113 2.89952
H 4.43048 -2.69146 -1.52646
H 5.87042 -0.75884 -2.22881
H 5.04244 1.56076 -1.80067
H 2.78709 1.84673 -0.77742
H 0.28478 -4.09052 4.13493
H -0.56673 -2.94596 6.19238
H -1.16710 -0.52480 6.05073
H -0.86885 0.65198 3.87734
N -2.23611 -0.88186 -1.05837
C -3.54725 -0.57209 -0.45550
C -4.76847 -1.30278 -1.07630
C -4.56172 -2.72305 -1.62475
C -5.09282 -3.81352 -0.69305
N -4.45515 -3.79381 0.61158
C -3.22437 -4.19065 0.87480
N -2.52789 -4.98658 0.05308
N -2.67571 -3.77927 2.01066
C -3.38175 -0.68927 1.07750
O -4.27222 -1.21919 1.76717
O -2.31815 -0.16431 1.51775
H -2.20105 -0.62154 -2.03509
H -2.03550 -1.87537 -0.99685
H -3.69610 0.50098 -0.60606
H -5.12771 -0.66737 -1.88677
H -5.55915 -1.31379 -0.32321
H -3.50616 -2.90945 -1.83087
H -5.06892 -2.83710 -2.58412
H -4.98203 -4.79650 -1.15261
H -6.15602 -3.66778 -0.51097
H -4.70563 -2.97638 1.17338
H -2.95886 -5.44532 -0.72738
H -1.56537 -5.19684 0.27265
H -3.07809 -2.95226 2.44138
H -1.69655 -3.96569 2.14489
C 1.25683 3.65889 -4.67790
C 1.91347 2.77329 -3.61046
C 1.85508 1.29645 -3.94682
C 2.71262 0.85710 -4.95267
C 2.78658 -0.47260 -5.31943
C 1.99231 -1.39493 -4.66037
C 1.12218 -1.00277 -3.65283
C 0.23939 -2.05676 -3.03524
C -1.02805 -2.25939 -3.87160
C 1.03487 0.35276 -3.29628
N 0.18962 0.75455 -2.21334
C -0.57747 1.77912 -2.37736
C -1.21747 2.44336 -1.29374
C -2.09973 3.51848 -1.31790
C -2.39517 3.82779 0.01569
C -1.67325 2.93492 0.79772
N -0.94186 2.10565 0.02155
H 1.28568 4.70914 -4.38400
H 0.21560 3.38022 -4.84785
H 1.77620 3.55824 -5.63166
H 1.47028 2.98110 -2.63656
H 2.96656 3.05522 -3.53627
H 3.35211 1.58479 -5.44138
H 3.46841 -0.79061 -6.09812
H 2.04323 -2.44567 -4.92510
H -0.01050 -1.77783 -2.00870
H 0.79129 -2.99553 -2.97722
H -1.57537 -1.32191 -4.00119
H -1.69771 -2.99847 -3.42595
H -0.75957 -2.60863 -4.86926
H -0.75788 2.18176 -3.37470
H -2.48198 4.00433 -2.20380
H -3.04693 4.60722 0.37756
H -1.66388 2.84142 1.87464
C 0.85954 3.66670 5.35569
C 2.06015 3.63819 4.41631
N 1.78232 2.92314 3.17178
C 1.29959 3.73718 2.05690
C 2.42166 4.52181 1.38596
C 2.03598 1.61085 3.01140
C 2.70645 0.88441 4.15227
N 1.74823 0.97303 1.91660
H 1.08783 4.26188 6.24091
H 0.58917 2.66039 5.68251
H -0.00736 4.11022 4.86295
H 2.92472 3.20552 4.91319
H 2.33583 4.65766 4.14815
H 0.53010 4.41370 2.43408
H 0.83608 3.08184 1.33233
H 2.83090 5.29507 2.03699
H 2.04361 5.01040 0.48607
H 3.23443 3.84979 1.10167
H 3.74643 1.19844 4.25651
H 2.68689 -0.18600 3.96165
H 2.20029 1.07524 5.09788
H 2.08426 0.01447 1.97352

Entry 3:
106
Properties=species:S:1:pos:R:3 method="wB97M-V/def2-TZVPD" total_charge=+1 spin_multiplicity=1 e_tot_ha=-5792.11112 orbital_gap_ev=8.80
Ga 0.01852 -0.86997 -0.02609
O 1.63573 -1.68241 1.67374
C 2.93259 -2.12582 1.37673
C 3.13118 -1.92993 -0.09800
C 4.33140 -2.28312 -0.70079
C 4.48599 -2.07485 -2.05806
C 3.43541 -1.52455 -2.77954
C 2.27554 -1.20318 -2.10754
N 2.12560 -1.39356 -0.79147
H 1.38197 -1.88772 2.58007
H 3.05962 -3.18501 1.62018
H 3.68472 -1.55086 1.92960
H 5.12705 -2.71254 -0.10662
H 5.41350 -2.33364 -2.55080
H 3.51718 -1.35040 -3.84285
H 1.41943 -0.78693 -2.62419
C 5.30750 2.72994 -1.61832
C 5.19743 2.05956 -0.23586
C 3.87054 1.29772 -0.09184
C 2.75742 2.09348 -0.78037
C 2.98552 2.05637 -2.30489
C 4.48182 1.95341 -2.64091
P 1.02588 1.60826 -0.27804
C 0.77624 2.38622 1.39997
C 1.45517 3.74761 1.66843
C 2.69048 3.60034 2.55410
C 2.29531 3.08549 3.94413
C 1.15207 2.05448 3.86484
C 1.11569 1.36751 2.50279
C -0.07623 2.63414 -1.36527
C -0.23587 2.08979 -2.79273
C -1.55246 2.61996 -3.37656
C -1.82495 4.06221 -2.90838
C -0.50933 4.78488 -2.62221
C 0.21929 4.14408 -1.42400
H 6.35037 2.77669 -1.93163
H 4.94056 3.75875 -1.57264
H 5.27414 2.81682 0.54753
H 6.02504 1.36099 -0.09532
H 3.65516 1.12698 0.96413
H 3.96397 0.31949 -0.56287
H 2.84935 3.12987 -0.44245
H 2.58897 2.96953 -2.75174
H 2.45651 1.21730 -2.75873
H 4.65670 2.34164 -3.64510
H 4.80562 0.90898 -2.64030
H -0.30306 2.52954 1.43685
H 0.73742 4.38731 2.18902
H 1.71486 4.26145 0.74383
H 3.19006 4.56667 2.64028
H 3.40098 2.91504 2.08572
H 1.97551 3.92615 4.56201
H 3.16979 2.64594 4.42748
H 0.18886 2.54533 4.02508
H 1.26856 1.30640 4.65073
H 0.34566 0.59324 2.49302
H 2.07821 0.88442 2.31153
H -1.04214 2.51767 -0.87210
H -0.24501 0.99766 -2.80299
H 0.59706 2.42511 -3.41080
H -2.37149 1.97090 -3.06816
H -1.50496 2.58109 -4.46670
H -2.43174 4.05895 -1.99763
H -2.39027 4.60543 -3.66563
H -0.69483 5.83772 -2.40679
H 0.11806 4.74365 -3.51594
H -0.12867 4.61383 -0.50258
H 1.29070 4.33680 -1.51714
Cl -4.36192 0.26445 -2.11911
C -3.82364 0.66371 -0.48746
Cl -4.66255 -0.34959 0.71119
C -2.31420 0.42964 -0.27484
O -1.83129 0.89011 0.76408
O -1.67865 -0.25409 -1.14107
H -4.08403 1.69684 -0.28275
S -0.23447 -2.84175 -1.64764
C -1.91880 -3.06451 -1.93298
N -2.79396 -3.08116 -0.94359
C -4.21795 -3.33874 -1.12577
C -4.41098 -4.22994 -2.34273
C -3.71087 -3.58746 -3.53035
N -2.32065 -3.32202 -3.17459
H -2.44887 -2.82444 -0.02397
H -4.75765 -2.39941 -1.25746
H -4.59553 -3.81870 -0.22342
H -5.47105 -4.34814 -2.55883
H -3.98455 -5.21652 -2.15155
H -4.20760 -2.65249 -3.80427
H -3.72941 -4.24632 -4.39706
H -1.62986 -3.26391 -3.90224
F -6.78251 -5.21125 4.73558
C -5.55031 -5.30876 5.27740
F -5.25267 -6.61995 5.32684
F -5.63930 -4.86680 6.54098
C -4.53922 -4.54196 4.47287
C -4.04799 -5.10514 3.30235
C -3.13699 -4.40488 2.53350
C -2.72154 -3.12928 2.92776
C -3.22520 -2.57380 4.10373
C -4.13068 -3.27921 4.87702
C -1.80860 -2.39189 2.10735
C -1.06233 -1.76103 1.39032
H -4.37745 -6.08875 2.99531
H -2.74285 -4.84393 1.62569
H -2.90951 -1.58249 4.39924
H -4.52122 -2.85478 5.79124

Entry 4:
105
Properties=species:S:1:pos:R:3 method="wB97M-V/def2-TZVPD" total_charge=+1 spin_multiplicity=8 e_tot_ha=-6342.68312 orbital_gap_ev="6.59 / 5.38"
Gd -0.42249 0.69417 0.51878
C -3.96004 -2.65940 -5.06080
C -3.13518 -2.27280 -3.85055
C -2.14781 -3.01559 -3.32218
C -1.35672 -2.62698 -2.18738
C -0.27268 -3.45581 -1.84054
N 0.68946 -3.43529 -0.95586
C 1.26928 -2.41649 -0.02721
C 2.33764 -2.99009 0.83715
C 3.62822 -2.11519 1.05033
N 3.21566 -0.82793 1.51152
C 3.45426 -0.32389 2.70462
C 2.88764 0.88169 3.19358
C 3.27589 1.36042 4.50072
C 2.76431 2.45383 5.11002
C 3.19874 3.05168 6.40503
C 1.71033 3.06898 4.38789
C 1.19834 2.65590 3.15005
C -0.00339 3.37482 2.64071
N -0.64709 3.07149 1.58142
C -1.74366 4.05738 1.22874
C -2.33914 3.67607 -0.11392
C -3.25170 2.44138 -0.02102
N -2.67056 1.21670 -0.48768
C -3.25703 0.59841 -1.43596
C -2.76769 -0.63508 -2.04914
C -3.44277 -1.01842 -3.17931
C -1.75094 -1.46520 -1.45431
O -1.26117 -1.19465 -0.31072
C 1.85286 1.57618 2.48727
O 1.56016 1.30915 1.23543
H -3.62731 -3.64718 -5.38387
H -3.82620 -2.05171 -5.93278
H -4.99346 -2.72546 -4.85020
H -1.98199 -4.00236 -3.72880
H -0.13160 -4.37841 -2.45462
H 1.29114 -4.24037 -1.06433
H 0.54610 -2.00686 0.64937
H 1.69487 -1.64928 -0.67163
H 2.65637 -3.92874 0.43298
H 1.92967 -3.17541 1.87585
H 4.19782 -2.02675 0.11068
H 4.30940 -2.54910 1.76521
H 2.67768 -0.24286 0.87571
H 4.01607 -0.91657 3.44072
H 4.17030 0.83826 4.99636
H 3.71119 2.28671 7.03533
H 2.41599 3.46557 7.03073
H 3.93176 3.84191 6.23286
H 1.24357 3.90931 4.88043
H -0.20117 4.28293 3.25505
H -1.23644 5.01102 1.25109
H -2.53412 3.98348 2.04370
H -1.54402 3.54668 -0.77167
H -2.86266 4.57995 -0.45439
H -4.20490 2.62866 -0.55893
H -3.56731 2.32872 1.06188
H -4.21768 1.06497 -1.79374
H -4.25134 -0.43646 -3.67064
C 1.72857 -1.18269 -4.29535
C 2.28769 0.09839 -4.97193
C 3.73223 -0.06042 -5.42670
O 2.30852 1.29521 -4.15054
P 2.20176 1.51663 -2.59458
S 3.38435 0.24289 -1.66760
S 0.24125 1.49785 -2.13192
O 2.66576 3.02640 -2.36224
C 3.32707 3.89310 -3.33815
C 4.48171 3.19008 -4.01167
C 2.27012 4.41326 -4.32067
H 1.43032 -1.81109 -5.10770
H 0.85419 -0.92470 -3.67027
H 2.38426 -1.61571 -3.55193
H 1.67978 0.42025 -5.79657
H 4.29989 -0.39476 -4.62005
H 4.12393 0.92680 -5.72445
H 3.80185 -0.80036 -6.20808
H 3.64265 4.73237 -2.66869
H 4.29969 3.01200 -5.07721
H 4.69737 2.22526 -3.54004
H 5.39878 3.76923 -3.91443
H 1.77978 3.56880 -4.82096
H 2.79246 4.99370 -5.07614
H 1.53301 5.09387 -3.89940
C -5.85459 -3.55857 4.09060
C -4.53451 -3.01548 3.68247
C -3.56267 -3.69244 3.00046
C -2.34387 -3.11778 2.65866
C -1.40413 -3.99603 1.88745
C -2.06943 -1.77317 3.06123
Se -0.32706 -0.97814 2.88071
C -3.04265 -1.06733 3.75966
C -2.92956 0.31839 4.22565
C -4.21818 -1.69105 4.06459
H -5.79561 -4.65424 3.94397
H -6.64633 -3.08323 3.50207
H -5.98151 -3.38339 5.15204
H -3.69124 -4.70665 2.64220
H -1.71431 -5.04206 1.88672
H -0.42167 -3.86805 2.28031
H -1.39505 -3.68750 0.79697
H -2.89359 1.03476 3.37308
H -1.98682 0.51971 4.75312
H -3.80509 0.60728 4.80087
H -4.95356 -1.11743 4.65545